1.
Entry from the Open Molecules 2025 dataset: one molecule with the formula ClH8N3Si2 (ωB97M-V/def2-TZVPD).

Its spin multiplicity is 1. The gap between HOMO and LUMO is 9.8 eV. For the LUMO energy, the calculation gives 0.41 eV. Its energy relative to the best compared isomer or geometry (same formula, charge and spin) is 134.76 kJ/mol. Its HOMO energy is -0.346 Ha.

CARTESIAN COORDINATES (ANGSTROEM)
N (0.7881, -2.2078, 0.7013)
N (2.3446, 0.3036, -0.2300)
N (-0.9048, -0.0458, 0.1441)
Si (-2.0556, 1.0178, -0.6366)
Si (0.5002, -0.9360, -0.4993)
Cl (0.1308, -1.9391, -2.1807)
H (0.7931, -3.1465, 0.2112)
H (1.6623, -2.1755, 1.1389)
H (2.9282, -0.1167, -0.9161)
H (2.0916, 1.2438, -0.5028)
H (-0.6183, 0.3008, 1.0788)
H (-2.5242, 0.1989, -1.7071)
H (-1.2462, 2.1014, -1.1514)
H (-2.8394, 1.3547, 0.4892)



2.
Entry from the Open Molecules 2025 dataset: one molecule with the formula C19H19Cl2N3O6 (ωB97M-V/def2-TZVPD).

Its spin multiplicity is 1. The gap between HOMO and LUMO is 9.1 eV. For the LUMO energy, the calculation gives -0.17 eV. Its energy relative to the best compared isomer or geometry (same formula, charge and spin) is 399.53 kJ/mol. Its HOMO energy is -0.341 Ha.

CARTESIAN COORDINATES (ANGSTROEM)
O (-1.9736, 2.6851, -1.8651)
O (3.8278, -3.1112, -0.5995)
O (2.4231, -3.6905, 5.3939)
O (0.3879, -0.1279, 0.4474)
Cl (-7.0504, 2.9238, -0.1071)
Cl (-1.4982, 4.9632, 1.6409)
O (0.4444, -3.5094, 2.3238)
O (1.7395, -4.8211, 3.5314)
C (-1.9496, 2.8015, -0.6049)
C (2.9953, -2.2527, -0.2104)
C (2.5579, -3.9307, 4.1911)
C (1.1959, 0.6823, -0.1493)
C (3.5718, 2.1647, -1.5964)
C (2.6281, 3.2109, -1.5192)
C (-5.4599, 4.7202, 0.8571)
C (-4.1687, 5.1101, 1.2886)
C (-4.3119, 2.9947, -0.4929)
C (-5.4860, 3.5765, 0.0277)
C (-3.0273, 4.4267, 0.9723)
C (-3.0664, 3.3524, -0.0061)
N (2.4027, 0.2113, -0.6310)
N (-0.7708, 2.4421, 0.0535)
N (2.5909, -2.4216, 1.1187)
C (2.4856, -1.1870, -1.1763)
C (3.5389, 1.0636, -0.5393)
C (1.5564, 3.1127, -0.4287)
C (1.6784, -4.3475, 2.2480)
C (3.3819, -2.9844, 3.3061)
C (0.5172, 1.9889, -0.6308)
C (2.9334, -3.5125, 2.0181)
H (-0.3162, -3.9601, 2.6730)
H (4.1384, 1.9187, -2.5130)
H (2.5208, 3.9969, -2.3721)
H (-6.3218, 5.2262, 1.1499)
H (-4.0966, 5.9798, 1.8603)
H (-4.4444, 2.0651, -1.1087)
H (-0.9205, 2.2754, 1.0157)
H (1.9504, -1.7223, 1.3831)
H (1.4806, -1.6706, -1.3110)
H (3.1664, -1.2675, -2.1165)
H (3.6670, 1.4379, 0.5541)
H (4.4222, 0.4556, -0.8027)
H (1.2202, 4.0810, -0.3619)
H (2.0809, 3.1027, 0.5548)
H (1.7192, -5.2042, 1.4957)
H (3.0669, -1.8979, 3.4583)
H (4.4270, -3.0776, 3.4683)
H (0.2726, 1.7963, -1.6763)
H (3.8027, -4.1401, 1.7169)



3.
Entry from the Open Molecules 2025 dataset: a 4-piece molecular cluster, C4H13N2 overall (ωB97M-V/def2-TZVPD).

Its spin multiplicity is 1. Its charge is +1. The gap between HOMO and LUMO is 5.0 eV. For the LUMO energy, the calculation gives -6.06 eV. Its energy relative to the best compared isomer or geometry (same formula, charge and spin) is 1478.55 kJ/mol. Its HOMO energy is -0.406 Ha.

CARTESIAN COORDINATES (ANGSTROEM)
C (-0.9910, 1.4970, -0.1666)
N (-1.9521, 0.8166, -0.7530)
C (0.2622, 1.0132, 0.5990)
N (-2.8194, -0.5347, 2.1618)
C (2.5180, 0.2569, -0.2795)
C (1.3301, 1.2048, -0.1834)
H (-0.8049, 2.5024, -0.5094)
H (-1.5223, 0.7169, 0.5816)
H (-2.4112, 1.4966, -1.3674)
H (1.7667, -5.0601, -3.8857)
H (0.3695, 0.7521, 1.6462)
H (-2.6433, -0.1591, 1.2499)
H (-3.1577, 0.2601, 2.6920)
H (-3.5291, -1.2553, 2.1041)
H (2.1609, -0.4822, -0.9954)
H (3.4354, 0.6524, -0.6901)
H (2.7224, -0.1766, 0.7103)
H (3.9001, -5.4326, -1.9101)
H (1.3656, 1.9315, -1.0042)



4.
Entry from the Open Molecules 2025 dataset: C27H55Br20NO3S as an isolated structure (ωB97M-V/def2-TZVPD).

Its spin multiplicity is 1. The gap between HOMO and LUMO is 8.4 eV. For the LUMO energy, the calculation gives 0.07 eV. Its HOMO energy is -0.307 Ha.

CARTESIAN COORDINATES (ANGSTROEM)
N (3.6900, 1.1327, 1.6721)
C (2.6961, 2.0506, 2.2324)
C (1.3973, 2.2839, 1.3722)
C (1.0513, 1.1746, 0.3335)
C (-0.4560, 0.7637, 0.1901)
C (-0.7044, -0.5457, 1.0410)
C (-0.8071, -0.1276, 2.5342)
S (-2.2973, 0.9297, 2.6554)
O (-2.1293, 1.9644, 3.6281)
O (-3.3518, 0.0298, 3.0285)
O (-2.6746, 1.4477, 1.1786)
C (-1.4964, 1.8812, 0.4345)
H (3.6928, 0.2199, 2.0997)
H (3.6955, 1.0963, 0.6642)
H (2.4223, 1.7214, 3.2487)
H (3.1871, 3.0497, 2.3471)
H (0.5481, 2.3561, 2.0881)
H (1.4357, 3.2659, 0.8483)
H (1.3814, 1.5152, -0.6671)
H (1.6045, 0.2557, 0.5698)
H (-0.5877, 0.4268, -0.8582)
H (-1.6753, -1.0031, 0.7751)
H (0.1105, -1.2845, 0.9031)
H (0.0864, 0.4039, 2.8663)
H (-0.9179, -0.9946, 3.1758)
H (-1.8967, 2.1971, -0.5421)
H (-1.1292, 2.7923, 0.9290)
Br (0.3468, -6.4791, 4.1981)
C (-0.8240, -4.9521, 4.4907)
C (-0.5876, -3.8735, 3.4676)
Br (1.0384, -2.8683, 3.8529)
H (-0.6574, -4.6165, 5.5102)
H (-1.8344, -5.3472, 4.4023)
H (-1.3917, -3.1373, 3.4965)
H (-0.4893, -4.2579, 2.4563)
Br (1.8814, -2.0720, -0.6341)
C (0.4859, -2.5418, -1.9076)
C (0.9976, -2.5014, -3.3207)
Br (1.1585, -0.6683, -3.9543)
H (-0.3417, -1.8580, -1.7350)
H (0.1802, -3.5514, -1.6368)
H (0.2906, -2.9779, -3.9973)
H (1.9717, -2.9640, -3.4392)
Br (-1.9279, 1.6461, -5.1995)
C (-2.0510, 1.1985, -7.0911)
C (-1.2119, -0.0052, -7.4303)
Br (0.6797, 0.4469, -7.5277)
H (-1.7644, 2.0877, -7.6450)
H (-3.1055, 0.9894, -7.2650)
H (-1.4649, -0.3815, -8.4206)
H (-1.3071, -0.8104, -6.7063)
Br (2.3747, 2.8983, 6.4980)
C (1.9923, 4.7783, 6.1708)
C (1.5773, 5.0269, 4.7431)
Br (3.1146, 4.9863, 3.5533)
H (2.8828, 5.3315, 6.4576)
H (1.1789, 5.0265, 6.8510)
H (1.1560, 6.0252, 4.6384)
H (0.8651, 4.2971, 4.3642)
Br (2.9743, -2.9619, -6.0592)
C (2.9486, -4.9024, -5.9186)
C (1.7990, -5.4644, -6.7062)
Br (0.1184, -5.1979, -5.7619)
H (2.9057, -5.1470, -4.8608)
H (3.9001, -5.2395, -6.3262)
H (1.8985, -6.5419, -6.8250)
H (1.6884, -5.0048, -7.6843)
Br (-4.1674, -1.5063, -6.1448)
C (-4.3042, -1.8641, -8.0568)
C (-3.5464, -3.1069, -8.4426)
Br (-1.6305, -2.7726, -8.5038)
H (-3.9488, -0.9756, -8.5700)
H (-5.3691, -1.9873, -8.2466)
H (-3.8141, -3.4202, -9.4500)
H (-3.7009, -3.9342, -7.7573)
Br (0.2600, -0.0839, 4.9406)
C (0.2386, -0.6631, 6.7996)
C (-0.9671, -0.1308, 7.5316)
Br (-0.7504, 1.7491, 7.9750)
H (1.1802, -0.3459, 7.2403)
H (0.2102, -1.7527, 6.7580)
H (-1.0860, -0.6405, 8.4863)
H (-1.8897, -0.2143, 6.9629)
Br (-5.0006, -7.5974, -5.6723)
C (-5.4253, -6.1023, -4.4996)
C (-4.7153, -4.8478, -4.9324)
Br (-2.8350, -4.8855, -4.4249)
H (-5.1712, -6.4095, -3.4895)
H (-6.5039, -5.9768, -4.5772)
H (-5.1285, -3.9785, -4.4252)
H (-4.7511, -4.6860, -6.0037)
Br (-0.5805, 4.2856, -2.2305)
C (-1.1752, 5.7462, -1.0854)
C (-0.0294, 6.3255, -0.2990)
Br (0.4602, 5.1710, 1.1934)
H (-1.9695, 5.3535, -0.4563)
H (-1.5885, 6.4899, -1.7643)
H (-0.3159, 7.2733, 0.1539)
H (0.8676, 6.4700, -0.8937)
Br (6.9226, 5.5499, 10.1889)
C (5.5200, 5.0533, 8.9327)
C (6.0156, 5.0874, 7.5118)
Br (6.1473, 6.9139, 6.8448)
H (4.6852, 5.7253, 9.1094)
H (5.2330, 4.0412, 9.2122)
H (5.3068, 4.5928, 6.8480)
H (6.9954, 4.6358, 7.3899)



5.
Entry from the Open Molecules 2025 dataset: a 4-piece molecular cluster, C17H35N2O6S3 overall (ωB97M-V/def2-TZVPD).

Its spin multiplicity is 1. Its charge is +1. The gap between HOMO and LUMO is 8.9 eV. For the LUMO energy, the calculation gives -3.59 eV. Its HOMO energy is -0.458 Ha.

CARTESIAN COORDINATES (ANGSTROEM)
N (3.8782, -1.0450, -0.3707)
C (2.8972, -0.2844, 0.3876)
C (1.6014, -0.2433, -0.4288)
C (0.6488, -1.4509, -0.2350)
C (-0.7387, -0.8335, 0.0409)
C (-0.4448, 0.5817, 0.3359)
N (0.7522, 0.8909, 0.0093)
H (4.7864, -1.0487, 0.0733)
H (3.9994, -0.6450, -1.2932)
H (3.2110, 0.7397, 0.6350)
H (2.7018, -0.7990, 1.3312)
H (1.8737, -0.1019, -1.4767)
H (0.9977, -2.0479, 0.6010)
H (0.5956, -2.0645, -1.1300)
H (-1.4047, -1.3247, 0.7451)
H (-1.3111, -0.7938, -0.8984)
H (-1.1497, 1.3027, 0.7414)
H (1.1299, 1.8297, 0.0770)
C (-5.3512, -0.5619, -0.3984)
C (-6.3674, -0.1040, 0.6567)
C (-5.6863, 0.9658, 1.5161)
S (-4.4828, 1.7634, 0.4454)
O (-3.1498, 1.5119, 0.9759)
O (-4.8458, 3.1226, 0.1602)
C (-4.7535, 0.7137, -0.9816)
H (-5.8154, -1.1694, -1.1729)
H (-4.5692, -1.1630, 0.0721)
H (-7.2422, 0.3205, 0.1622)
H (-6.7090, -0.9330, 1.2734)
H (-6.3603, 1.7405, 1.8739)
H (-5.1327, 0.5440, 2.3529)
H (-3.8071, 0.5867, -1.5031)
H (-5.4586, 1.2401, -1.6246)
C (3.6022, -5.3606, 0.6469)
C (3.7682, -6.5996, -0.2473)
C (2.3727, -7.0102, -0.7345)
S (1.4023, -5.4951, -0.7736)
O (0.3423, -5.5745, 0.2038)
O (1.0856, -5.1081, -2.1256)
C (2.6773, -4.4269, -0.1216)
H (4.5577, -4.8857, 0.8642)
H (3.1418, -5.6424, 1.5962)
H (4.3983, -6.3501, -1.1027)
H (4.2464, -7.4199, 0.2848)
H (2.3616, -7.4361, -1.7346)
H (1.8684, -7.6806, -0.0410)
H (2.1894, -3.6685, 0.4783)
H (3.1750, -3.9633, -0.9730)
C (0.5535, 6.5179, 0.9711)
C (-0.1833, 5.2540, 0.5058)
C (0.3509, 4.9141, -0.8906)
S (2.0483, 5.5289, -0.9379)
O (2.1274, 6.5679, -1.9255)
O (2.9486, 4.3978, -0.9676)
C (2.0320, 6.2716, 0.6922)
H (0.3814, 6.7219, 2.0264)
H (0.2066, 7.3827, 0.4026)
H (0.0262, 4.4397, 1.2057)
H (-1.2626, 5.3952, 0.4856)
H (0.3869, 3.8484, -1.1082)
H (-0.2077, 5.4234, -1.6731)
H (2.6454, 7.1687, 0.6551)
H (2.4641, 5.5493, 1.3847)



6.
Entry from the Open Molecules 2025 dataset: C14H16Cl3N3NaO8 as an isolated structure (ωB97M-V/def2-TZVPD).

Its spin multiplicity is 1. Its charge is -1. The gap between HOMO and LUMO is 8.8 eV. For the LUMO energy, the calculation gives 2.34 eV. Its energy relative to the best compared isomer or geometry (same formula, charge and spin) is 0.00 kJ/mol. Its HOMO energy is -0.237 Ha.

CARTESIAN COORDINATES (ANGSTROEM)
Na (1.0609, -2.2329, 1.0890)
O (1.7664, 0.9601, 2.8712)
Cl (2.3949, -0.3373, 2.8942)
O (3.5232, -0.3257, 3.7719)
O (2.8182, -0.6869, 1.5391)
O (1.4259, -1.3410, 3.3112)
C (3.6213, 1.9787, 0.2061)
N (2.2150, 2.2447, 0.0504)
C (1.5465, 3.3423, 0.7108)
C (0.0831, 3.0663, 0.3446)
O (-0.8519, 3.7690, 0.6886)
N (0.0175, 1.9092, -0.3734)
C (1.2609, 1.4409, -0.4592)
N (1.5451, 0.2773, -1.0673)
H (3.8604, 1.6242, 1.2088)
H (4.1788, 2.8965, 0.0062)
H (3.9501, 1.2306, -0.5127)
H (1.8665, 4.3167, 0.3351)
H (1.6805, 3.3025, 1.7940)
H (0.7518, -0.3213, -1.2462)
H (2.3661, -0.2291, -0.7732)
Cl (2.1593, -6.4366, -1.5827)
C (1.4428, -4.8782, -2.0481)
Cl (-0.1659, -5.1271, -2.7771)
C (1.3201, -3.9077, -0.8465)
O (0.8591, -4.3539, 0.2166)
O (1.6993, -2.7389, -1.0987)
H (2.0716, -4.4466, -2.8159)
C (-1.6528, 0.6323, 2.0241)
C (-1.5810, -0.1262, 0.7349)
O (-0.6941, -0.9326, 0.5155)
C (-2.6517, 0.0789, -0.2861)
C (-3.3300, 1.2877, -0.4009)
C (-4.2974, 1.4447, -1.3822)
C (-4.5980, 0.3943, -2.2389)
C (-3.9193, -0.8119, -2.1269)
C (-2.9409, -0.9662, -1.1583)
H (-0.7977, 0.3844, 2.6473)
H (-2.5888, 0.3948, 2.5361)
H (-1.6596, 1.7054, 1.8225)
H (-3.0630, 2.1244, 0.2319)
H (-4.8069, 2.3942, -1.4853)
H (-5.3558, 0.5198, -3.0027)
H (-4.1454, -1.6287, -2.8005)
H (-2.3852, -1.8910, -1.0673)